The following is a quantum chemistry calculation of the molecule C3H2O4S at a distorted geometry, from OMol25.

Last column: Mulliken charge in e.
Atoms and positions in Å:
C -1.3557 -0.1505 0.6313  0.49
C 0.0180 0.3390 0.1502  0.64
C 0.8474 -0.5949 -0.7091  0.42
H -1.4756 1.3681 1.9484  0.35
H 2.5999 -0.3900 -2.3376  0.17
O -1.9540 0.4332 1.7594  -0.46
O -1.8716 -1.2260 0.3544  -0.45
O 0.4808 1.5153 0.2574  -0.54
O 0.8608 -1.8374 -0.5083  -0.48
S 1.8501 0.5433 -1.5460  -0.16

Force components x, y, z for each atom (eV/Å):
-2.4474 -2.9055 3.3053
0.4158 4.0636 -0.4784
0.3802 -3.9892 1.9326
-1.5417 -2.9748 -0.5811
-1.1212 0.9877 1.1166
3.1073 3.7009 -1.2592
1.7799 2.4729 -1.0493
-2.7156 -4.0372 0.7956
0.1277 4.2742 -1.3802
2.0150 -1.5927 -2.4018

Results
orbital gap: 8.3 eV
LUMO level: -2.1 eV
energy: -22166.4797 eV
energy relative to the best compared isomer or geometry (same formula, charge and spin): 179.8 kJ/mol
SMILES: O=C(O)C(=O)C(=O)S